Entry from the Open Molecules 2025 dataset: a cluster of 2 separate species, CH2Cl4P2S in total in a non-equilibrium geometry (ωB97M-V with the def2-TZVPD basis set).

As for the HOMO energy (spin up / spin down): -0.334 / -0.335 hartree. As for the frontier orbital gap (spin up / spin down): 7.3 / 6.4 eV. For the LUMO energy (spin up / spin down), the calculation gives -1.83 / -2.68 eV.

XYZ file:
```
10
Properties=species:S:1:pos:R:3:forces:R:3
C 1.7267 -0.1846 -0.1043 -0.84 0.67 -0.56
P 1.3468 1.5590 0.0173 0.33 -0.11 -0.57
P -1.3999 -0.5229 0.1334 -0.99 0.09 0.13
S -2.8389 0.6980 0.6343 0.50 -0.54 -0.08
Cl 0.2173 1.7715 1.7281 0.24 -0.01 -0.03
Cl -0.0192 1.6252 -1.6176 0.54 0.21 0.74
Cl -1.0304 -2.0401 1.4340 0.02 -0.08 0.36
Cl -1.9527 -1.6189 -1.4885 0.15 -0.04 -0.30
H 1.4258 -0.5336 -1.0740 -0.02 -0.38 -0.36
H 2.5246 -0.7537 0.3372 0.08 0.20 0.67
```
Forces are in eV/Å.